(1)
# C27H32BI3N7O5PTi

C27H32BI3N7O5PTi as an isolated structure (ωB97M-V with the def2-TZVPD basis set, the OMol25 dataset).

Element x y z (Å)
Ti  -0.902  -15.453  1.042
I  -2.463  -22.609  -5.723
C  -5.878  -17.258  0.222
C  -5.875  -15.807  0.003
C  -4.917  -15.126  0.593
I  -6.008  -12.957  2.128
C  -3.888  -15.803  1.278
O  -2.553  -15.195  1.672
C  -3.882  -17.138  1.489
C  -2.738  -17.634  2.205
N  -1.449  -17.586  1.277
C  -1.416  -18.899  0.538
C  -0.067  -18.973  -0.286
C  0.109  -19.177  -1.610
C  1.196  -18.935  -2.444
C  2.284  -18.200  -1.735
C  2.085  -17.989  -0.428
N  1.137  -18.469  0.298
C  -5.072  -17.870  1.121
H  -6.610  -15.261  -0.653
H  -2.872  -18.575  2.725
H  -2.548  -16.944  3.039
H  -0.828  -17.705  2.000
H  -2.363  -18.979  -0.101
H  -1.510  -19.653  1.294
H  -0.662  -19.586  -2.275
H  1.258  -19.344  -3.331
H  3.141  -17.923  -2.361
H  2.871  -17.476  0.130
H  -5.158  -18.904  1.539
B  -0.313  -12.578  -0.034
N  1.203  -13.034  0.461
C  2.026  -12.205  1.163
C  3.222  -12.924  1.510
C  3.031  -14.094  0.805
N  1.824  -14.175  0.158
N  -0.412  -13.433  -1.277
C  0.222  -13.456  -2.448
C  -0.006  -14.704  -3.120
C  -0.730  -15.371  -2.116
N  -1.009  -14.639  -1.082
H  -1.002  -12.867  0.828
H  -0.303  -11.355  -0.250
H  1.708  -11.234  1.482
H  4.158  -12.738  1.940
H  3.681  -14.925  0.672
H  0.919  -12.582  -2.716
H  0.447  -14.942  -4.095
H  -1.312  -16.282  -1.976
I  -3.078  -21.807  7.058
C  -5.090  -21.931  6.408
C  -5.645  -20.840  6.796
C  -6.922  -20.648  6.439
C  -7.612  -21.671  5.710
N  -6.961  -22.776  5.229
C  -5.644  -22.813  5.532
H  -5.034  -20.063  7.271
H  -7.512  -19.769  6.697
H  -8.715  -21.611  5.530
H  -5.104  -23.666  5.120
C  2.282  -14.786  4.238
O  1.137  -15.258  4.978
P  1.450  -15.832  6.419
O  1.794  -17.284  5.937
C  0.647  -17.961  5.355
O  2.887  -15.100  6.808
C  4.212  -15.559  6.689
H  2.104  -13.663  4.041
H  2.311  -15.330  3.302
H  3.039  -14.762  4.940
H  0.527  -19.065  5.539
H  0.543  -17.721  4.393
H  -0.283  -17.614  5.733
H  4.260  -16.548  7.118
H  4.792  -14.943  7.371
H  4.643  -15.336  5.683
O  0.040  -15.032  2.245

Values from the calculation:
* E: -3916.1685 Eh
* 2S+1: 3
* orbital gap: 0.183 Eh
* ΔE to the lowest compared entry with this formula, charge and spin: 0.000 eV
* HOMO: -2.342 eV
* total charge: -2

Atom charges from the Löwdin analysis, given in e for atoms 1 to 6: atom 1 (Ti): 0.966, atom 2 (I): -0.998, atom 3 (C): 0.061, atom 4 (C): -0.194, atom 5 (C): -0.252, atom 6 (I): -0.213

(2)
# C27H32ClCoN5O6S3

C27H32ClCoN5O6S3 as an isolated structure (ωB97M-V with the def2-TZVPD basis set, the OMol25 dataset).

Element x y z (Å)
Co  0.004  0.024  -0.537
C  -1.454  -2.658  0.344
C  -2.510  -1.595  -0.042
N  -2.082  -0.234  0.291
C  -2.607  0.231  1.577
C  -2.129  -0.553  2.797
S  -0.340  -0.508  3.139
C  0.191  -2.218  2.860
C  0.750  -2.549  1.478
N  -0.085  -2.110  0.355
H  -1.672  -3.060  1.330
H  -1.525  -3.490  -0.358
H  -2.672  -1.639  -1.114
H  -3.458  -1.837  0.450
H  -2.435  0.428  -0.415
H  -2.365  1.285  1.692
H  -3.702  0.162  1.574
H  -2.616  -0.139  3.678
H  -2.426  -1.599  2.726
H  0.980  -2.395  3.590
H  -0.637  -2.870  3.135
H  1.724  -2.070  1.363
H  0.912  -3.634  1.451
H  0.381  -2.400  -0.503
O  6.759  -1.731  -1.736
C  6.371  -0.862  -0.692
C  4.885  -0.656  -0.744
C  4.099  -1.213  -1.734
C  2.731  -0.990  -1.705
N  2.143  -0.226  -0.783
C  2.913  0.384  0.133
C  4.271  0.155  0.206
C  2.216  1.404  0.969
C  2.897  2.330  1.741
C  2.197  3.347  2.376
C  2.914  4.325  3.270
O  3.255  3.734  4.520
C  0.828  3.410  2.183
C  0.218  2.440  1.409
N  0.886  1.442  0.844
H  7.718  -1.743  -1.798
H  6.857  0.114  -0.780
H  6.636  -1.274  0.287
H  4.538  -1.812  -2.518
H  2.083  -1.431  -2.449
H  4.863  0.606  0.994
H  3.974  2.289  1.836
H  2.305  5.221  3.404
H  3.859  4.621  2.820
H  2.446  3.450  4.959
H  0.236  4.213  2.607
H  -0.848  2.475  1.223
O  1.452  -0.634  -7.020
S  1.257  0.294  -5.945
O  2.172  1.388  -5.796
N  1.137  -0.544  -4.514
C  -0.060  -0.470  -4.021
S  -0.565  -1.317  -2.605
C  -1.013  0.391  -4.795
C  -2.322  0.718  -4.497
C  -3.013  1.529  -5.392
C  -2.404  1.998  -6.553
C  -1.082  1.681  -6.842
C  -0.414  0.882  -5.938
H  -2.780  0.361  -3.583
H  -4.041  1.799  -5.183
H  -2.964  2.627  -7.234
H  -0.594  2.049  -7.737
Cl  -1.216  4.957  -0.762
C  -1.340  3.820  -2.153
C  -1.458  2.398  -1.618
O  -2.574  2.013  -1.231
O  -0.369  1.739  -1.601
H  -0.440  3.937  -2.743
H  -2.225  4.094  -2.713

Values from the calculation:
* E: -4810.8979 Eh
* 2S+1: 4
* orbital gap (spin up / spin down): 0.277 / 0.283 Eh
* ΔE to the lowest compared entry with this formula, charge and spin: 0.000 eV
* HOMO (spin up / spin down): -8.002 / -8.133 eV

Atom charges from the Löwdin analysis, given in e for atoms 1 to 6: atom 1 (Co): 0.588, atom 2 (C): -0.186, atom 3 (C): -0.215, atom 4 (N): -0.107, atom 5 (C): -0.256, atom 6 (C): -0.441

(3)
# C27H32ClHoN3O5S

C27H32ClHoN3O5S as an isolated structure (ωB97M-V with the def2-TZVPD basis set, the OMol25 dataset).

Element x y z (Å)
Ho  0.593  0.558  0.262
Cl  2.772  1.552  0.689
N  -0.096  -0.912  1.969
N  0.055  0.956  -1.985
C  0.886  -1.645  2.480
C  0.766  0.558  -3.029
C  -1.066  -0.629  3.065
C  -0.302  -1.074  4.311
C  -2.331  -1.460  2.951
C  -1.376  0.853  3.039
H  -2.081  -2.508  2.741
H  -3.014  -1.091  2.179
H  -2.848  -1.409  3.923
H  -0.457  1.442  3.170
H  -2.078  1.150  3.825
H  -1.838  1.134  2.081
C  -0.812  2.085  -2.429
C  -0.622  2.088  -3.943
C  -0.256  3.368  -1.822
C  -2.262  1.817  -2.047
H  -2.626  0.913  -2.558
H  -2.887  2.673  -2.334
H  -2.396  1.679  -0.968
H  0.774  3.507  -2.185
H  -0.268  3.330  -0.720
H  -0.869  4.219  -2.134
O  0.450  1.103  -4.185
H  -0.259  3.036  -4.363
H  -1.504  1.764  -4.504
O  0.838  -1.851  3.779
H  -0.855  -1.742  4.984
H  0.117  -0.238  4.880
C  2.039  -2.229  1.720
C  1.890  -0.423  -2.992
C  1.556  -1.505  -2.004
H  2.779  0.141  -2.663
H  2.058  -0.796  -4.013
C  2.065  -1.458  -0.693
C  1.643  -2.388  0.274
H  2.898  -0.762  -0.453
C  0.884  -3.482  -0.123
C  0.482  -3.570  -1.451
C  0.513  -4.567  0.843
C  0.781  -2.592  -2.391
H  -0.115  -4.420  -1.753
C  0.297  -2.729  -3.805
H  -0.131  -3.725  -3.951
H  1.105  -2.597  -4.537
H  -0.487  -1.995  -4.037
H  1.368  -4.905  1.442
H  0.128  -5.427  0.285
H  -0.278  -4.247  1.536
H  2.310  -3.179  2.208
H  2.888  -1.533  1.824
O  0.656  3.460  2.327
C  -0.481  3.887  2.052
N  -1.341  3.184  1.247
S  -2.870  3.815  1.187
O  -3.164  4.293  -0.144
O  -3.824  2.935  1.814
C  -2.451  5.173  2.231
C  -3.306  6.178  2.657
C  -2.766  7.211  3.437
C  -1.397  7.193  3.769
C  -0.564  6.149  3.351
C  -1.109  5.128  2.572
H  -4.356  6.128  2.370
H  -3.414  8.024  3.782
H  -0.996  8.005  4.380
H  0.492  6.104  3.625

Values from the calculation:
* E: -3395.0650 Eh
* 2S+1: 5
* orbital gap (spin up / spin down): 0.121 / 0.202 Eh
* HOMO (spin up / spin down): -0.691 / -2.897 eV
* total charge: -1

Atom charges from the Löwdin analysis, given in e for atoms 1 to 6: atom 1 (Ho): 0.865, atom 2 (Cl): -0.160, atom 3 (N): 0.026, atom 4 (N): 0.018, atom 5 (C): -0.348, atom 6 (C): -0.341

(4)
# C27H32CsF3N3O2S

C27H32CsF3N3O2S as an isolated structure (ωB97M-V with the def2-TZVPD basis set, the OMol25 dataset).

Element x y z (Å)
Cs  -1.339  -0.686  1.260
C  5.101  0.063  1.955
C  5.412  0.494  0.522
C  5.081  1.973  0.299
C  4.802  -0.437  -0.513
C  5.661  -1.178  -1.313
C  5.178  -2.083  -2.245
C  3.814  -2.264  -2.367
C  2.905  -1.533  -1.604
C  1.434  -1.881  -1.769
C  1.181  -3.355  -1.431
C  0.941  -1.576  -3.187
C  3.414  -0.589  -0.697
N  2.595  0.215  0.119
C  1.676  0.934  -0.400
C  0.872  1.776  0.450
C  1.016  1.968  1.879
C  -0.041  2.722  2.244
C  -0.806  2.977  0.999
N  -0.226  2.417  -0.045
C  -2.118  3.700  0.930
C  -2.654  3.720  -0.496
C  -1.915  5.135  1.440
C  -3.106  2.968  1.852
H  5.645  0.698  2.659
H  5.403  -0.971  2.125
H  4.036  0.142  2.169
H  6.494  0.392  0.387
H  4.038  2.183  0.530
H  5.271  2.269  -0.734
H  5.700  2.595  0.949
H  6.731  -1.048  -1.191
H  5.863  -2.657  -2.856
H  3.436  -2.997  -3.069
H  0.787  -1.308  -1.103
H  1.701  -4.015  -2.129
H  0.114  -3.568  -1.480
H  1.527  -3.591  -0.422
H  1.486  -2.164  -3.927
H  1.069  -0.521  -3.442
H  -0.119  -1.824  -3.268
H  1.465  0.962  -1.472
H  1.776  1.527  2.502
H  -0.321  3.029  3.238
H  -1.962  4.219  -1.174
H  -3.610  4.250  -0.512
H  -2.808  2.709  -0.873
H  -1.218  5.682  0.803
H  -1.528  5.147  2.460
H  -2.872  5.662  1.436
H  -3.237  1.930  1.542
H  -4.078  3.465  1.814
H  -2.765  2.947  2.887
F  -6.515  -5.291  0.083
C  -5.251  -4.856  -0.166
F  -4.899  -5.439  -1.330
F  -4.492  -5.388  0.803
C  -5.187  -3.355  -0.215
C  -6.368  -2.644  -0.197
C  -6.351  -1.257  -0.230
C  -5.106  -0.656  -0.247
N  -3.953  -1.312  -0.289
C  -3.942  -2.676  -0.326
S  -2.435  -3.475  -0.531
H  -7.310  -3.175  -0.144
H  -7.261  -0.673  -0.213
H  -5.026  0.428  -0.222
O  -1.641  0.188  3.684
O  -1.170  -1.040  3.809

Values from the calculation:
* E: -2080.6870 Eh
* 2S+1: 1
* orbital gap (spin up / spin down): 0.213 / 0.155 Eh
* ΔE to the lowest compared entry with this formula, charge and spin: 0.284 eV
* HOMO (spin up / spin down): -3.717 / -4.183 eV
* total charge: -1

Atom charges from the Löwdin analysis, given in e for atoms 1 to 6: atom 1 (Cs): 1.142, atom 2 (C): -0.063, atom 3 (C): -0.377, atom 4 (C): -0.062, atom 5 (C): -0.141, atom 6 (C): -0.047

(5)
# C27H32F32N3O4P2S2

A 5-piece molecular cluster, C27H32F32N3O4P2S2 overall (ωB97M-V with the def2-TZVPD basis set, the OMol25 dataset).

Element x y z (Å)
N  -8.754  -0.714  3.985
P  -8.466  0.782  4.514
P  -7.485  0.761  6.582
C  -5.929  -0.071  5.789
C  -4.641  0.227  6.578
C  -3.620  1.076  5.769
S  -1.887  0.542  5.965
C  -1.772  -1.065  5.209
S  -2.314  -2.432  5.845
N  -1.096  -1.100  3.945
C  0.214  -1.504  3.802
C  0.495  -1.360  2.502
N  -0.610  -0.886  1.816
C  -1.517  -0.749  2.718
H  -8.255  -0.845  3.107
H  -9.700  1.506  4.637
H  -7.640  1.499  3.597
H  -6.933  2.121  6.310
H  -8.685  1.434  7.119
H  -8.133  -0.529  6.810
H  -6.890  0.714  7.916
H  -6.118  -1.147  5.857
H  -5.865  0.220  4.735
H  -4.148  -0.726  6.780
H  -4.861  0.702  7.540
H  -3.931  1.173  4.729
H  -3.652  2.083  6.195
H  0.879  -1.863  4.567
H  1.425  -1.557  1.991
H  -2.522  -0.379  2.574
C  -1.549  3.569  0.950
C  -2.786  3.003  1.671
C  -3.433  1.753  1.075
F  -3.874  1.942  -0.186
F  -4.507  1.397  1.820
F  -3.699  3.989  1.821
F  -2.374  2.660  2.923
O  -1.727  4.664  0.049
C  -2.093  4.455  -1.264
C  -3.477  5.026  -1.582
F  -4.425  4.516  -0.778
F  -3.823  4.722  -2.860
F  -1.982  3.157  -1.596
F  -1.192  5.129  -2.029
H  -0.933  3.994  1.742
H  -0.943  2.781  0.505
H  -2.732  0.917  1.080
H  -3.478  6.108  -1.467
C  -0.856  8.729  -0.954
C  -2.312  9.158  -1.221
C  -2.683  9.524  -2.661
F  -1.966  10.561  -3.131
F  -3.989  9.881  -2.707
F  -2.644  10.153  -0.373
F  -3.088  8.085  -0.887
O  0.055  9.699  -0.442
C  0.724  10.567  -1.282
C  0.313  12.026  -1.061
F  -1.014  12.195  -1.215
F  0.937  12.816  -1.967
F  0.601  10.189  -2.569
F  2.038  10.467  -0.975
H  -0.922  7.997  -0.150
H  -0.429  8.190  -1.800
H  -2.544  8.665  -3.324
H  0.589  12.350  -0.055
C  3.319  -5.300  -0.747
C  3.067  -4.078  0.155
C  2.811  -2.735  -0.533
F  3.844  -2.340  -1.303
F  2.623  -1.781  0.411
F  4.078  -3.969  1.047
F  1.945  -4.358  0.871
O  4.667  -5.701  -0.988
C  5.419  -5.118  -1.985
C  6.614  -4.328  -1.439
F  6.222  -3.379  -0.572
F  7.256  -3.716  -2.464
F  4.643  -4.383  -2.802
F  5.914  -6.135  -2.740
H  2.901  -6.144  -0.199
H  2.748  -5.247  -1.673
H  1.908  -2.778  -1.148
H  7.311  -4.997  -0.930
C  6.570  -8.148  -5.040
C  7.988  -8.748  -5.013
C  8.800  -8.710  -6.310
F  8.204  -9.379  -7.314
F  10.007  -9.290  -6.098
F  7.926  -10.010  -4.532
F  8.693  -8.020  -4.099
O  5.466  -9.035  -5.209
C  5.062  -9.445  -6.464
C  5.257  -10.950  -6.679
F  6.538  -11.317  -6.485
F  4.924  -11.273  -7.951
F  5.651  -8.709  -7.427
F  3.736  -9.195  -6.545
H  6.415  -7.741  -4.047
H  6.501  -7.293  -5.713
H  8.973  -7.677  -6.625
H  4.627  -11.517  -5.991

Values from the calculation:
* E: -6187.9101 Eh
* 2S+1: 1
* orbital gap: 0.155 Eh
* HOMO: -3.299 eV
* total charge: -1

Atom charges from the Löwdin analysis, given in e for atoms 1 to 6: atom 1 (N): -0.430, atom 2 (P): 0.472, atom 3 (P): 0.141, atom 4 (C): -0.430, atom 5 (C): -0.342, atom 6 (C): -0.468

(6)
# C27H32MnN3O4S2Se2

C27H32MnN3O4S2Se2 as an isolated structure (ωB97M-V with the def2-TZVPD basis set, the OMol25 dataset).

Element x y z (Å)
Mn  0.250  -0.455  0.225
C  1.248  -2.857  1.760
N  1.383  -1.393  1.609
C  2.628  -1.099  0.884
C  2.657  0.313  0.327
N  1.761  0.426  -0.819
C  1.608  1.831  -1.223
C  2.318  -0.346  -1.932
C  3.486  0.005  -2.597
C  3.989  -0.808  -3.604
C  3.341  -1.977  -3.973
C  2.171  -2.341  -3.330
C  1.684  -1.527  -2.316
S  0.198  -1.963  -1.459
C  1.453  -0.757  2.922
C  2.225  -1.292  3.950
C  2.334  -0.648  5.173
C  1.692  0.564  5.387
C  0.932  1.121  4.374
C  0.798  0.459  3.156
S  -0.037  1.256  1.792
H  2.191  -3.322  2.056
H  0.946  -3.300  0.810
H  0.503  -3.090  2.519
H  2.749  -1.819  0.065
H  3.492  -1.223  1.554
H  3.694  0.547  0.037
H  2.386  1.049  1.097
H  2.565  2.274  -1.508
H  1.197  2.413  -0.397
H  0.932  1.906  -2.073
H  4.022  0.904  -2.340
H  4.904  -0.531  -4.098
H  3.757  -2.609  -4.740
H  1.635  -3.235  -3.608
H  2.770  -2.210  3.804
H  2.940  -1.090  5.949
H  1.815  1.082  6.325
H  0.460  2.080  4.509
C  -2.237  -3.348  0.837
Se  -1.862  -1.456  1.019
C  -2.097  -1.291  2.997
C  -2.845  -0.014  3.331
Se  -2.328  1.535  2.203
C  -2.518  2.940  3.531
H  -1.514  -3.948  1.382
H  -2.230  -3.607  -0.220
H  -3.244  -3.510  1.225
H  -1.123  -1.341  3.491
H  -2.692  -2.153  3.318
H  -2.737  0.277  4.379
H  -3.908  -0.138  3.104
H  -3.480  2.793  4.024
H  -2.537  3.903  3.020
H  -1.722  2.924  4.272
O  -0.889  -1.092  -2.449
C  -1.289  0.098  -2.030
O  -0.972  0.512  -0.905
C  -2.057  0.892  -2.979
C  -2.307  0.446  -4.285
C  -2.921  1.295  -5.186
C  -3.282  2.573  -4.779
C  -3.099  3.008  -3.471
C  -2.482  2.168  -2.572
N  -3.834  3.525  -5.765
O  -3.926  3.124  -6.891
O  -4.109  4.614  -5.341
H  -1.998  -0.542  -4.591
H  -3.118  0.988  -6.204
H  -3.428  3.996  -3.184
H  -2.293  2.484  -1.555

Values from the calculation:
* E: -8262.4534 Eh
* 2S+1: 2
* orbital gap (spin up / spin down): 0.254 / 0.253 Eh
* HOMO (spin up / spin down): -17.139 / -17.136 eV
* total charge: +3

Atom charges from the Löwdin analysis, given in e for atoms 1 to 6: atom 1 (Mn): 0.031, atom 2 (C): -0.038, atom 3 (N): -0.259, atom 4 (C): -0.135, atom 5 (C): -0.158, atom 6 (N): -0.238

Among the records above, which one has the highest E?
C27H32CsF3N3O2S

What is the 2S+1 in the second record?
4

Which formula does entry 4 have?
C27H32CsF3N3O2S

Which formula does entry 3 have?
C27H32ClHoN3O5S